1.
Here is an isolated molecule of C6H4O from the OMol25 dataset. Energies are from ωB97M-V/def2-TZVPD.

```
11
Properties=species:S:1:pos:R:3:forces:R:3:nbo_charge:R:1
C 0.757089 -1.236398 1.934629 -0.24 -0.06 -0.54 -0.1337
C 0.368763 -1.060888 0.805008 -0.03 -1.02 0.57 -0.1600
C -0.243633 -1.580881 -0.449602 -0.01 -0.63 -0.02 0.4634
O -0.197195 -2.771790 -0.615461 -0.15 0.33 -0.33 -0.4629
C -0.819856 -0.549434 -1.301527 0.22 0.61 0.20 -0.1730
C -0.648100 0.651828 -1.261312 0.04 -0.60 0.13 0.1663
C -0.073939 1.798916 -0.586368 0.10 0.06 0.14 -0.7023
H 1.051955 -1.611880 2.888681 0.14 0.49 0.08 0.2433
H 0.662407 2.343693 -1.179549 -0.15 0.00 0.07 0.2459
H 0.431204 1.230748 0.231830 -0.01 0.84 -0.17 0.2642
H -0.811786 2.474218 -0.149401 0.09 -0.03 -0.14 0.2487
```
Positions in Å, forces in eV/Å.

## Properties
HOMO ... -10.330 eV
SMILES ... C#CC(=O)C#CC
LUMO ... -0.0005 Ha
Gap between HOMO and LUMO ... 10.3 eV
Energy relative to the best compared isomer or geometry (same formula, charge and spin) ... 366.38 kJ/mol
Spin multiplicity ... 1
F_max ... 0.023 Eh/bohr

2.
Here is an isolated molecule of C6H4OS from the OMol25 dataset. Energies are from ωB97M-V/def2-TZVPD.

```
12
Properties=species:S:1:pos:R:3:forces:R:3:nbo_charge:R:1
C 2.374477 -1.882061 -0.091384 -3.25 4.94 0.32 -0.1606
C 1.728141 -0.794147 -0.170214 2.47 -3.79 -0.05 -0.1375
C 1.068413 0.572879 -0.066998 -0.79 -1.32 2.57 0.5194
O 1.751957 1.553380 0.089435 -0.87 -0.41 -0.84 -0.4688
C -0.500014 0.469821 0.278973 -1.57 3.69 -3.08 -0.2400
C -1.307460 1.604326 -0.045541 3.81 2.34 -1.17 -0.2054
C -1.288978 -0.785020 0.205209 3.42 -0.31 0.48 -0.3409
S -2.823043 -0.703071 -0.059090 -2.82 -1.61 -0.13 0.1055
H 2.799868 -2.799503 0.273226 0.04 0.19 -0.52 0.2508
H -2.391582 1.816034 -0.272607 1.30 -1.28 0.99 0.2436
H -0.757804 2.652806 -0.405617 -0.83 -2.94 1.40 0.2090
H -0.653979 -1.705448 0.264607 -0.89 0.50 0.03 0.2249
```
Positions in Å, forces in eV/Å.

## Properties
HOMO ... -8.874 eV
SMILES ... C#CC(=O)C(=C)C=S
LUMO ... -0.0485 Ha
Gap between HOMO and LUMO ... 7.6 eV
Energy relative to the best compared isomer or geometry (same formula, charge and spin) ... 230.26 kJ/mol
Spin multiplicity ... 1
F_max ... 0.115 Eh/bohr

3.
Here is a cluster of 21 separate species, C6H52NO22P in total from the OMol25 dataset. Energies are from ωB97M-V/def2-TZVPD.

```
82
Properties=species:S:1:pos:R:3:forces:R:3:lowdin_charge:R:1
C -1.878557 1.035569 4.181447 -0.11 0.00 -0.12 0.0324
C -2.082834 1.050380 2.698065 -0.13 -0.05 0.10 -0.5392
O -1.394703 1.648595 1.903278 0.12 -0.03 -0.07 0.0786
O -3.153978 0.325995 2.335528 0.08 -0.03 0.08 -0.0086
C -3.355049 0.190024 0.916059 -0.10 -0.04 -0.19 -0.2157
C -2.301928 -0.717556 0.274697 0.12 0.32 -0.02 -0.3629
P -1.718559 -0.034739 -1.348142 -0.65 -0.41 -0.98 0.9807
C 0.121006 -0.250095 -1.318527 0.09 0.17 0.44 -0.3875
C 0.864480 0.930003 -1.838962 -0.11 0.14 -0.21 -0.3090
N 0.953636 2.017248 -1.180073 0.38 -0.04 0.03 0.0965
H -2.102631 0.051329 4.586645 0.03 0.00 0.02 0.0941
H -2.573642 1.745435 4.631948 0.07 0.02 0.09 0.0714
H -0.859355 1.326990 4.414974 0.00 0.03 0.02 0.0912
H -3.370647 1.181788 0.463647 0.07 0.05 0.08 0.0915
H -4.349744 -0.233928 0.805768 0.01 -0.02 0.10 0.1183
H -1.456595 -0.862059 0.948306 -0.06 0.00 0.03 0.0605
H -2.757903 -1.679643 0.049021 0.13 -0.11 0.09 0.0633
H -1.794868 1.344935 -1.125903 0.20 0.07 0.47 -0.0709
H 0.364809 -1.157513 -1.864009 0.06 0.02 -0.04 0.0708
H 0.413681 -0.386872 -0.278219 0.10 -0.10 -0.03 0.0360
H 1.350794 0.828649 -2.814308 -0.06 -0.05 -0.04 0.1231
H 1.539117 2.687922 -1.678512 -0.13 0.03 -0.10 0.0283
O 3.820063 -0.161699 -0.703566 0.03 0.09 -0.10 -0.0356
H 3.004962 0.349388 -0.761111 -0.07 -0.08 0.17 0.0108
H 4.454111 0.425556 -0.281045 0.00 -0.03 0.02 0.0553
O -4.585867 -1.632698 -1.915722 -0.24 -0.08 0.07 -0.0802
H -5.307930 -2.074844 -2.375850 0.04 0.09 -0.13 0.0139
H -4.297940 -0.927278 -2.506407 0.18 -0.05 0.04 0.0146
O -3.833786 2.205236 6.591362 0.04 0.02 -0.04 -0.0621
H -4.213340 2.859962 7.184220 0.00 -0.01 -0.02 0.0383
H -4.590407 1.723581 6.235197 -0.19 -0.07 0.07 -0.0002
O -7.377496 -2.928118 -1.664531 0.18 0.03 0.10 -0.0578
H -8.119448 -3.276173 -1.159598 -0.02 -0.04 -0.08 0.0530
H -6.722359 -2.704938 -0.989607 -0.07 0.06 0.04 0.0282
O -6.309401 0.496560 5.562210 0.14 0.05 -0.04 -0.0452
H -5.901042 -0.116193 4.941399 -0.03 0.01 -0.02 0.0460
H -6.967133 -0.023261 6.033708 0.03 0.01 0.03 0.0463
O 5.184089 -2.643956 -1.084655 0.03 -0.14 -0.03 -0.0783
H 5.268622 -2.876123 -2.017943 -0.16 -0.02 -0.01 0.0177
H 4.524801 -1.932856 -1.099701 0.06 0.10 0.17 -0.0024
O 0.397718 -2.788490 0.360148 -0.18 0.01 -0.03 -0.0587
H 1.252588 -2.796691 0.804226 0.02 -0.05 0.03 0.0211
H -0.225693 -2.964878 1.071222 0.02 -0.09 -0.01 0.0406
O -1.732072 2.127995 -3.741733 0.12 0.12 -0.25 -0.0931
H -2.553573 2.609169 -3.597745 -0.03 -0.06 0.15 0.0258
H -1.070307 2.695830 -3.333820 -0.01 -0.02 0.08 0.0128
O -5.612212 -5.003357 -0.729092 -0.01 -0.07 0.02 -0.0668
H -5.203734 -5.846375 -0.945126 0.04 0.03 0.00 0.0364
H -6.004156 -4.684357 -1.550267 -0.07 -0.02 0.01 0.0097
O 2.715644 2.655022 1.333430 0.09 0.15 0.03 -0.0642
H 2.244699 2.687490 0.487166 -0.19 -0.14 0.04 -0.0003
H 2.144951 3.140040 1.939914 -0.01 -0.03 -0.01 0.0614
O -2.727149 3.768637 -1.242233 0.03 0.10 0.09 -0.0606
H -2.334691 4.646391 -1.193980 -0.06 0.00 0.01 0.0408
H -2.480176 3.350460 -0.407358 0.07 -0.05 -0.08 0.0186
O 3.622970 -3.388022 -3.596406 -0.04 0.13 -0.20 -0.0611
H 4.021553 -4.043141 -4.177072 -0.01 0.01 -0.01 0.0380
H 3.082968 -3.917034 -2.998290 0.16 -0.04 0.13 0.0302
O 4.426647 -5.482491 -1.656305 -0.04 -0.20 0.22 -0.0716
H 4.710115 -4.838465 -0.991184 -0.06 0.25 -0.26 0.0125
H 5.252234 -5.736032 -2.086152 0.04 -0.06 0.09 0.0244
O 1.415751 -0.112883 1.832766 -0.11 -0.09 0.19 -0.0569
H 0.561870 0.338749 1.828719 0.03 0.13 -0.04 0.0047
H 2.022439 0.544344 2.193345 0.04 0.08 -0.18 0.0228
O 2.238698 4.902853 -1.387685 0.03 -0.06 0.13 -0.0547
H 1.424504 5.416753 -1.465768 0.06 0.06 -0.12 0.0480
H 2.855968 5.515743 -0.973020 0.01 -0.05 0.02 0.0675
O 4.770826 2.747488 3.396944 0.07 0.06 -0.04 -0.0683
H 5.225858 1.900690 3.389790 -0.01 0.01 0.01 0.0303
H 4.413301 2.845726 2.504302 -0.10 -0.10 0.02 -0.0087
O 2.327064 -4.830404 1.611692 0.17 0.02 0.04 -0.0499
H 3.148178 -4.460540 1.269338 0.01 -0.02 0.02 0.0322
H 2.144951 -5.581189 1.037440 -0.05 0.06 -0.06 0.0433
O 2.912044 4.838218 -4.195298 -0.11 0.24 0.09 -0.0645
H 3.498948 5.596543 -4.282501 0.23 -0.19 -0.05 0.0405
H 2.878632 4.661743 -3.239091 -0.05 0.06 -0.06 0.0031
O 6.997925 -6.740040 -1.012850 0.01 -0.02 -0.01 -0.0550
H 6.252777 -6.944908 -0.437669 0.01 -0.01 -0.01 0.0361
H 7.690125 -6.417432 -0.427802 0.00 0.01 -0.02 0.0443
O 1.411705 7.192618 -3.055301 0.03 -0.07 0.12 -0.0610
H 1.614321 8.056183 -3.423954 -0.04 -0.02 -0.07 0.0419
H 1.778765 6.533442 -3.663826 -0.13 0.01 -0.05 0.0035
```
Positions in Å, forces in eV/Å.

## Properties
HOMO ... -7.987 eV
LUMO ... 0.0025 Ha
Gap between HOMO and LUMO ... 8.1 eV
Energy relative to the best compared isomer or geometry (same formula, charge and spin) ... 0.00 kJ/mol
Spin multiplicity ... 1
F_max ... 0.024 Eh/bohr

4.
Here is a structure of composition C6H5AsF14Na2O4Pt from the OMol25 dataset. Energies are from ωB97M-V/def2-TZVPD.

```
33
Properties=species:S:1:pos:R:3:forces:R:3:lowdin_spin:R:1
Na 2.905905 -3.153884 -1.242542 -0.35 0.57 -0.22 -0.0011
Na -3.270772 -5.849468 -1.397178 0.12 0.35 -0.15 -0.0011
Pt -0.029664 -4.563210 2.524634 -0.39 0.17 0.33 0.9252
As -1.142839 -2.704680 -0.893474 -0.68 0.36 0.22 0.0037
F 0.480092 -2.831672 -1.509749 0.65 -0.77 0.34 0.0017
F -0.643377 -3.531395 0.641047 0.34 -0.32 -0.32 0.0248
F -2.735937 -2.653145 -0.258445 -0.12 -0.23 0.16 0.0019
F -1.609820 -2.034522 -2.353178 -0.27 0.40 -0.62 -0.0002
F -1.526734 -4.312493 -1.518622 0.13 -0.60 0.14 0.0016
F -0.733363 -1.249025 -0.136878 0.17 0.42 0.15 0.0021
O -3.192717 -2.616519 4.800783 0.18 0.20 -0.29 0.0202
C -2.437879 -3.535074 4.295526 -0.20 -0.24 0.29 0.0434
O -1.571336 -3.353778 3.434562 0.42 0.01 -0.24 0.1601
O -2.632122 -4.735874 4.733775 0.08 -0.05 -0.04 0.8145
H -2.959376 -1.767762 4.375255 -0.20 0.03 0.23 0.0032
C 2.265870 2.994047 -0.063124 0.41 0.13 0.43 0.0000
C 2.518624 1.494542 -0.203529 0.09 0.06 0.12 0.0000
C 1.750808 0.742011 -1.283741 -0.28 -0.06 0.18 0.0000
F 2.069597 1.191838 -2.492782 0.03 0.10 -0.20 0.0000
F 2.158452 -0.583818 -1.223566 0.17 -0.33 0.02 0.0000
F 3.841672 1.268524 -0.401749 -0.03 0.17 0.08 0.0000
F 2.186487 0.885279 0.977034 -0.07 -0.05 -0.06 0.0000
O 0.887152 3.304388 -0.188842 0.00 -0.73 -0.05 0.0000
C 0.526222 4.163640 -1.175269 -0.04 0.59 -0.05 0.0000
C -1.011604 4.174014 -1.236386 0.02 -0.45 -0.44 0.0000
F -1.427229 5.326577 -1.769538 -0.12 -0.01 0.10 0.0000
F -1.400265 3.155365 -2.058090 0.05 0.06 0.19 0.0000
F 0.970411 5.405753 -0.893162 0.10 0.01 0.02 0.0000
F 1.059385 3.832017 -2.367833 0.00 -0.08 0.08 0.0000
H 2.912241 3.579136 -0.715261 -0.16 -0.16 -0.29 0.0000
H 2.556629 3.227195 0.962584 0.03 0.04 -0.02 0.0000
H 0.674928 0.747297 -1.109870 0.00 0.10 -0.13 0.0000
H -1.439425 3.984699 -0.252390 -0.08 0.30 0.05 0.0000
```
Positions in Å, forces in eV/Å.

## Properties
HOMO (spin up / spin down) ... -15.837 / -15.837 eV
LUMO (spin up / spin down) ... -0.2988 / -0.3573 Ha
Gap between HOMO and LUMO (spin up / spin down) ... 7.7 / 6.1 eV
Spin multiplicity ... 3
F_max ... 0.021 Eh/bohr
Total charge ... +2

5.
Here is an isolated molecule of C6H5Br2NO2S from the OMol25 dataset. Energies are from ωB97M-V/def2-TZVPD.

```
17
Properties=species:S:1:pos:R:3:forces:R:3:nbo_charge:R:1
O 0.561939 1.654056 0.695414 -0.57 0.92 -0.05 -0.3665
N 1.684413 1.234593 0.708675 -1.02 -1.54 -0.33 0.5384
O 2.625177 1.792337 1.121286 2.69 1.63 0.84 -0.3299
C 1.875278 -0.246842 0.358684 -1.93 -0.06 -1.31 -0.2607
Br 3.598117 -0.718696 -0.132774 1.22 0.04 0.22 0.1448
C 0.909340 -0.691513 -0.755595 0.25 -0.89 0.41 -0.1651
Br 0.935812 -2.801364 -0.733274 -0.11 1.24 0.09 -0.0816
C -0.453910 -0.183259 -0.656806 1.40 -1.94 0.57 -0.3215
C -1.108155 -0.426160 0.521982 2.05 -0.70 -0.33 -0.2106
C -2.365443 0.056484 0.428131 -3.40 1.91 0.59 -0.2350
C -2.614178 0.700381 -0.786244 -0.68 -1.07 1.77 -0.4606
S -1.343697 0.578697 -1.840463 0.41 0.27 -0.81 0.5871
H 1.496900 -0.716339 1.224394 0.38 -0.62 1.35 0.2389
H 1.410257 -0.551873 -1.656371 0.48 0.42 -1.75 0.2291
H -0.478610 -0.887467 1.304016 -1.36 0.18 -0.10 0.2221
H -3.160639 0.131726 1.205072 0.90 -0.42 -0.56 0.2304
H -3.572600 1.075240 -1.006126 -0.71 0.63 -0.59 0.2406
```
Positions in Å, forces in eV/Å.

## Properties
HOMO ... -8.730 eV
SMILES ... O=[N+]([O-])[C@H](Br)[C@@H](Br)c1cccs1
LUMO ... -0.0089 Ha
Gap between HOMO and LUMO ... 8.5 eV
Energy relative to the best compared isomer or geometry (same formula, charge and spin) ... 14.47 kJ/mol
Spin multiplicity ... 1
F_max ... 0.077 Eh/bohr

6.
Here is a cluster of 2 separate species, C6H5BrN3O2S in total from the OMol25 dataset. Energies are from ωB97M-V/def2-TZVPD.

```
18
Properties=species:S:1:pos:R:3:forces:R:3:nbo_charge:R:1
C 1.737064 -0.800680 0.092836 0.12 -1.76 0.30 -0.2895
C 2.680520 1.370441 -0.398877 1.36 -2.79 1.11 0.0005
C 0.519204 -0.202848 0.107229 -1.82 -0.54 -0.32 -0.1213
C 2.880610 -0.001042 -0.159392 -1.03 -0.50 0.26 -0.1642
C 0.420421 1.198052 -0.039751 -0.50 -0.60 -0.96 0.3171
C -1.574606 -1.504882 0.169469 1.18 1.51 0.98 0.2016
N 1.528348 1.971796 -0.252525 -1.86 0.39 -0.24 -0.4874
N -1.665265 -2.210235 1.136321 1.68 0.19 0.42 -0.7056
N -0.847210 1.729492 -0.124570 0.69 2.56 0.73 -0.8323
O -3.221914 0.566836 -0.665155 -0.23 0.01 0.62 -1.0049
O -4.106507 -1.726003 -0.047420 0.66 1.23 -0.49 -1.0068
S -3.150908 -0.893961 -0.855682 -1.16 -1.69 -0.90 1.4935
Br 4.635754 -0.834370 -0.010322 -0.60 0.55 -0.30 -0.0330
H 1.696738 -1.939975 0.291145 0.79 1.91 -0.42 0.2229
H 3.606266 1.837279 -0.643038 0.24 1.35 -0.15 0.1806
H -2.440919 -2.572580 1.649284 -0.71 -0.29 -0.49 0.4142
H -1.748228 1.272057 -0.325629 0.81 -0.45 0.34 0.4447
H -0.949360 2.740616 0.076085 0.40 -1.10 -0.51 0.3700
```
Positions in Å, forces in eV/Å.

## Properties
HOMO (spin up / spin down) ... -3.951 / -3.943 eV
LUMO (spin up / spin down) ... 0.1042 / 0.1042 Ha
Gap between HOMO and LUMO (spin up / spin down) ... 6.8 / 6.8 eV
Energy relative to the best compared isomer or geometry (same formula, charge and spin) ... 269.98 kJ/mol
Spin multiplicity ... 1
F_max ... 0.064 Eh/bohr
Total charge ... -1

Which of these has the highest F_max?
C6H4OS